Entry from the OMol25 dataset: C2H2ClF3 as an isolated structure in a non-equilibrium geometry (ωB97M-V with the def2-TZVPD basis set).

The geometry in ORCA input format:
```
! wB97M-V def2-TZVPD RIJCOSX def2/J DEFGRID3
* xyz 0 1
H 0.2823 -0.7189 0.1526
C 1.4033 1.0469 1.1611
F 1.8385 2.2575 0.8869
Cl 2.6323 -0.0934 0.8895
H -0.1659 0.7342 -0.9932
F -1.2292 0.6882 0.7768
C -0.0929 0.3849 0.0853
F 1.0114 0.9436 2.4610
*
```

## Properties
HOMO-LUMO gap = 11.58 eV
Molar mass = 118.49 g/mol
HOMO = -10.808 eV

---

Entry from the OMol25 dataset: a 2-piece molecular cluster, C2HIO2 overall in a non-equilibrium geometry (ωB97M-V with the def2-TZVPD basis set).

The geometry in ORCA input format:
```
! wB97M-V def2-TZVPD RIJCOSX def2/J DEFGRID3
* xyz 0 1
H -0.0864 0.7904 -0.1898
C 2.0622 -0.6444 -0.3655
O -2.1560 0.6038 0.4271
O 2.2042 -1.4543 -1.1273
C -1.0273 0.2046 0.3846
I -0.4333 -1.6789 1.2861
*
```

## Properties
HOMO-LUMO gap = 10.02 eV
Molar mass = 183.93 g/mol
HOMO = -10.023 eV

---

Entry from the OMol25 dataset: C16H44FeN7O13 as an isolated structure in a non-equilibrium geometry (ωB97M-V with the def2-TZVPD basis set).

The geometry in ORCA input format:
```
! wB97M-V def2-TZVPD RIJCOSX def2/J DEFGRID3
* xyz -1 5
H 0.8193 -5.9728 6.0002
H 2.8695 1.1416 -3.3613
H 2.5836 0.8422 1.6116
N 1.2218 -1.6557 3.9651
N 0.9133 -1.2421 0.2114
H -0.5357 -4.4572 5.0080
H -3.1244 -3.7117 -0.7591
H 3.7759 0.8035 2.5795
N -2.0161 1.5454 1.1486
N 3.0246 1.4542 2.3176
O -2.2004 0.6259 0.2599
H 2.4566 2.1290 -0.1507
C -2.9632 -2.7927 -0.1875
O 1.7134 3.6819 1.0080
O -3.0613 -1.6550 -1.0253
O -1.2690 -1.2855 -3.3090
C 0.3910 1.2752 -4.2612
H 5.5356 2.8877 0.3928
H -2.0050 -2.7274 0.3118
N -1.6546 -1.7850 -4.4260
H 0.6107 2.3073 -4.5331
O 1.6596 -0.2479 0.1044
C 0.0600 -2.4025 4.5200
H 3.3202 3.6733 -0.2665
H -1.3133 -2.7134 2.8623
H 3.6924 3.3462 -1.2805
H 4.1548 3.2147 -3.0010
H 4.9847 1.1588 0.4364
C 2.2219 1.4920 -2.5437
H -0.0651 -2.1988 5.5921
O -1.0934 1.4390 1.9296
H -2.1085 -2.2118 4.3319
H -5.7975 0.3899 -3.5999
H -3.4323 0.5016 -3.5712
H 0.2818 1.3408 -0.9350
H -0.6612 1.0501 -4.4223
C 0.8106 4.1642 0.0668
N -0.1901 1.3348 -1.8513
H -1.1995 -1.0210 3.4185
C 0.2804 -3.9196 4.4982
O -2.6978 -1.3272 -4.9390
C 2.7951 2.9985 0.4352
O -1.0013 -2.6888 -4.9403
H -3.7782 -2.7615 0.5519
H -0.2904 2.3379 -2.0337
O -2.8252 2.4820 1.1835
H -3.4800 1.6373 -2.4042
C 1.6336 -5.5931 5.3732
C -4.5068 0.0154 -1.8632
O 1.5198 -4.2325 5.0988
H 2.0195 -2.1647 4.3467
H 0.2642 5.0239 0.4583
O 1.1568 -2.1738 0.9781
H 3.1717 4.6094 -2.3667
C 3.3663 3.5382 -2.3147
H 1.5836 -6.1832 4.4365
C 0.8456 0.9168 -2.8585
H 0.9583 -0.1671 -2.7840
H -6.6342 -0.3140 -2.1887
H -4.2491 -2.0459 -2.6550
C -5.8421 0.3669 -2.5126
H 3.8895 3.3691 2.2407
Fe -1.6361 -0.2277 -1.5764
H -4.4398 0.3483 -0.8240
O 2.1382 2.8977 -2.5978
H 1.3013 4.5487 -0.8475
C -4.2932 -1.4897 -1.7104
H -6.1606 1.3555 -2.1667
C -1.1981 -2.0642 3.7358
C 3.7082 2.5456 1.5444
H 5.7208 1.9091 1.8526
H 2.5684 1.1754 -1.5573
N -3.3369 0.6395 -2.5643
H 0.0957 3.3817 -0.2184
H 0.2842 -4.2957 3.4585
O -0.0976 -1.3293 -0.5553
H 2.6218 -5.7678 5.7905
C 5.0761 2.0943 0.9889
H -5.0930 -1.9098 -1.0926
H 0.9567 0.6479 -4.9597
H 1.1933 -1.9022 2.9672
*
```

## Properties
HOMO-LUMO gap (spin up / spin down) = 8.76 / 8.10 eV
Molar mass = 598.41 g/mol
HOMO (spin up / spin down) = -6.230 / -5.582 eV

---

Entry from the OMol25 dataset: C6H12O as an isolated structure (ωB97M-V with the def2-TZVPD basis set).

The geometry in ORCA input format:
```
! wB97M-V def2-TZVPD RIJCOSX def2/J DEFGRID3
* xyz 0 1
H 2.6508 -0.4827 -1.2700
H -0.2036 0.8414 -0.6626
H -2.0585 -1.5781 -0.2286
H -1.2934 1.7730 1.3359
C 1.6998 -0.4426 0.6725
H 2.3211 -1.1866 1.1777
O 0.4374 -1.0611 0.4319
H -2.2822 0.3101 1.5428
H 3.2855 0.7406 -0.1460
H -2.2764 -0.3676 -1.5052
H 1.7306 1.0022 -0.9303
H -0.8441 -1.4268 -1.5131
C -0.8036 0.1823 -0.0451
C 2.3767 0.2376 -0.4921
H -2.5727 1.3570 0.1469
C 0.6658 0.2130 1.4755
H 0.5663 -0.2764 2.4571
C -1.5310 -0.8687 -0.8747
C -1.7897 0.9590 0.8115
*
```

## Properties
HOMO-LUMO gap = 8.81 eV
Molar mass = 100.16 g/mol
HOMO = -7.704 eV

---

Entry from the OMol25 dataset: C38H50AlN5O as an isolated structure in a non-equilibrium geometry (ωB97M-V with the def2-TZVPD basis set).

The geometry in ORCA input format:
```
! wB97M-V def2-TZVPD RIJCOSX def2/J DEFGRID3
* xyz 0 1
H -2.4406 -1.4020 -0.5460
H 3.6426 -0.4368 -3.1869
H 0.1727 -4.3533 -0.6078
H -4.3839 1.9151 2.3235
C 0.0381 5.5964 1.4545
N 1.0821 1.5745 1.9215
H -2.9390 3.3899 3.5664
C 0.8299 2.9556 1.9443
H 1.1629 -0.8610 5.3772
H 4.5852 -0.7203 0.2980
C 2.8850 3.3516 0.5244
C 0.8331 -1.2386 4.3988
H -2.0103 -0.5188 3.1781
C 3.0110 -3.6205 -2.2287
H 3.3453 -5.2813 -3.5941
H -3.5112 0.4508 3.1081
C -0.0085 -2.3229 2.6109
H 3.6204 -3.9541 -5.5310
H 3.7263 3.2709 -1.5207
H 2.7364 -4.3050 -1.4510
C 3.5109 -3.4492 -4.6013
H 1.8826 5.7517 0.3120
H 1.9680 -3.2665 0.4980
C 1.2244 5.1454 0.8981
C 3.1041 -2.2463 -2.0755
N -3.3695 1.8158 0.3981
C -1.0401 -0.8887 -3.4571
C -2.2121 3.1310 4.3621
C 0.1020 -2.4063 4.0035
H -3.6565 2.4312 -1.5825
H -2.7500 -2.4285 0.8490
H -3.7494 -1.5737 -5.4185
H -3.8965 3.6706 -0.2756
H 1.2547 -0.1777 -1.6313
C -3.1216 -1.5132 0.3435
C 3.5273 -1.4960 -3.2015
H -2.2808 3.1644 -0.7957
H 4.2079 0.0250 -1.3099
N -1.1299 1.0024 0.2889
H 3.8491 -3.0567 0.2755
H -2.1892 0.2999 -4.9487
C 1.3943 0.9613 3.1206
H -0.7481 -4.2627 -3.8823
H -4.1805 -1.5790 0.1116
H -0.2097 2.2905 4.5045
H -2.8914 -3.9292 -5.0915
H -0.4151 6.5266 1.0821
O 0.2093 -1.8147 -0.9055
Al 0.4299 0.1149 0.6858
C -0.6130 -2.2414 -3.1811
C 1.6190 3.8191 1.1319
N -2.8517 -0.3259 1.2027
H -5.2289 2.4648 0.8640
H -0.4282 -2.9941 1.8913
C -2.4508 0.8369 0.6414
C -2.3799 -3.0775 -4.6887
H -2.0245 4.0394 5.0298
C -0.2221 3.4915 2.6859
H 2.0379 3.9763 -1.4383
H 4.0409 -1.4844 -5.3215
C -4.5487 1.7223 1.2340
C -2.0221 -0.6802 -4.4522
H -1.1241 1.6422 3.1182
C 2.7364 3.2014 -1.0197
H 2.9667 -2.0546 1.3819
C -0.5855 4.8284 2.4632
C 3.7113 -2.0568 -4.4160
H 1.9958 1.3868 3.8887
C -3.0341 -0.4453 2.6956
C -3.3395 2.8066 -0.6344
H 3.7347 4.0458 0.7325
C 0.9783 -0.3818 3.3044
H -3.6128 -1.3517 2.9078
C 2.9014 -2.5648 0.4448
C -0.2827 -4.1608 -1.6049
H 3.1690 2.4344 1.0569
H 0.2563 -4.7078 -2.4100
H -0.6332 -0.0782 -2.9233
C 2.7258 -1.5073 -0.7339
H 2.2452 2.2435 -1.3189
H -1.3109 -4.4914 -1.5189
H -2.7351 2.3848 4.9431
N 0.4931 -1.1177 2.1561
C 3.7419 -0.3370 -0.3792
C 3.2264 -4.2159 -3.4749
C -2.8239 -1.7784 -4.8742
C -0.9019 2.5782 3.6751
H 3.1994 0.4680 0.2625
C -0.1226 -2.6919 -1.9291
C -1.2679 -3.2722 -3.9617
H -0.3468 -3.1512 4.6311
H -5.0417 0.7566 1.2351
C 1.3283 -0.8920 -0.8625
H -0.9676 1.9844 -0.0435
H -1.4094 5.2166 3.0132
*
```

## Properties
HOMO-LUMO gap (spin up / spin down) = 2.25 / 2.16 eV
Molar mass = 619.83 g/mol
HOMO (spin up / spin down) = -3.509 / -3.445 eV

---

Entry from the OMol25 dataset: an isolated ion of composition C2N5O3 and charge -1 in a non-equilibrium geometry (ωB97M-V with the def2-TZVPD basis set).

The geometry in ORCA input format:
```
! wB97M-V def2-TZVPD RIJCOSX def2/J DEFGRID3
* xyz -1 1
N 2.1182 1.1343 0.0001
C 0.5665 -0.2910 -0.0002
N 2.6544 -0.0775 0.0023
O -2.1058 0.7765 -1.0765
C -0.7531 -0.8015 -0.0021
N -1.7382 0.3573 0.0005
N 0.8290 1.0432 -0.0006
O -1.1950 -1.9223 -0.0050
O -2.1097 0.7646 1.0806
N 1.7338 -0.9834 0.0008
*
```

## Properties
SMILES = O=[N+]([O-])C([O-])=C1N=NN=N1
HOMO-LUMO gap = 9.77 eV
Molar mass = 142.05 g/mol
HOMO = -6.082 eV

---

Entry from the OMol25 dataset: C28H17Cl3CsF5N4OS2Se as an isolated structure in a non-equilibrium geometry (ωB97M-V with the def2-TZVPD basis set).

The geometry in ORCA input format:
```
! wB97M-V def2-TZVPD RIJCOSX def2/J DEFGRID3
* xyz 0 1
H 5.3013 -7.0753 -2.1517
H 1.3860 0.4152 3.3439
H 1.1953 -5.3283 -3.6993
H 2.1854 -0.1563 -3.4511
Se 4.0556 -0.7332 0.0058
F -1.5711 1.3598 1.8704
C 3.7837 -5.1429 -4.5094
C 3.2113 -0.1263 2.2723
S -3.2808 0.5777 -0.5418
C -3.2331 2.4916 3.0499
F -6.6805 3.1325 2.2871
C -4.5216 2.9545 3.1835
H 2.5696 -4.1055 -8.4484
H 0.7825 -3.7729 -1.9021
C 4.5154 0.1745 4.7265
H 2.5390 0.6718 5.4898
C 2.4518 0.2464 3.4283
Cl 1.5883 -1.3419 -8.0163
C 5.2760 -0.1759 3.6646
C -1.6883 -3.7716 -7.3942
Cs -0.2627 0.0425 -0.0182
F -4.8922 3.6464 4.2684
C 1.9938 -4.5066 -7.6166
C 5.1487 -6.2485 -2.8310
C 4.7525 -4.1482 -4.5902
C -2.8711 1.7813 1.9221
H 6.3428 -0.3322 3.7502
Cl 2.8634 -7.4922 -3.4661
C 1.9173 -1.2001 -3.4038
C -5.0358 1.9743 1.0540
C 4.6421 -0.3360 2.3907
C -3.7341 1.4794 0.8687
N 1.5518 -3.3063 -3.8381
C 0.6271 -3.8830 -7.5900
H 2.3645 -2.0794 -5.4057
C 4.0107 -6.1884 -3.6187
F -5.9671 1.7569 0.1205
N 1.3956 -1.7634 -2.2599
N 2.7087 -0.2959 1.0620
C 2.0214 -2.1356 -4.3890
H 2.2593 -6.0691 -5.6830
C 6.0838 -5.2352 -2.9325
H -2.7262 -4.0408 -7.2712
F -2.3328 2.7332 4.0169
C -0.6016 -4.5871 -7.4065
O 2.7697 -4.2291 -6.4536
S -1.2556 -2.1310 -7.6120
C 0.4028 -2.5450 -7.7198
H 0.4339 -4.5596 -5.0912
C 3.0986 0.3876 4.6079
H 1.9044 -5.5885 -7.7514
C 5.8963 -4.1820 -3.8103
N 5.2716 -0.6655 1.2777
C 2.5205 -5.0620 -5.3384
H -0.6591 -5.6623 -7.2880
C 1.1891 -3.0221 -2.5635
H 4.6029 -3.3351 -5.2867
C 1.3393 -4.5910 -4.4872
C -5.4239 2.6882 2.1698
H 6.6383 -3.3986 -3.8819
H 4.9789 0.3041 5.6959
Cl 7.5092 -5.2972 -1.9482
*
```

## Properties
HOMO-LUMO gap = 5.59 eV
Molar mass = 902.82 g/mol
HOMO = -6.667 eV

---

Entry from the OMol25 dataset: C27H27AsF3Ge2NO6PtS2 as an isolated structure in a non-equilibrium geometry (ωB97M-V with the def2-TZVPD basis set).

The geometry in ORCA input format:
```
! wB97M-V def2-TZVPD RIJCOSX def2/J DEFGRID3
* xyz -1 2
H -2.9928 4.1995 1.8280
H -1.3544 -2.6235 -1.3550
As 0.9668 2.2470 -2.1699
H -3.4931 1.4157 -3.3867
C 3.8665 1.7337 1.4793
H -0.2759 0.2096 2.8865
H 0.8663 2.9650 0.4930
C -2.4170 3.3126 2.0642
C -0.8981 1.0690 2.6553
Ge -0.8442 -0.0973 0.0322
C 0.2356 -3.5109 3.2887
C -3.3519 -3.3138 -0.9593
O -0.3314 3.0271 -1.5595
C 0.1489 -2.7242 2.1676
C -1.0479 1.9934 -5.5417
H -0.1437 1.7502 -6.1011
H -2.0577 -1.5390 -3.9058
H 2.3458 2.8709 2.4727
O 3.3615 -1.4069 1.7876
C 2.6555 2.3939 1.5514
C -2.5472 1.4854 -2.8361
H -1.9176 1.8524 -6.1843
F 4.8267 -3.3865 3.4731
S 3.8351 0.1765 -2.2285
C 3.8434 -2.8487 4.2136
O 3.3277 0.9503 -3.3565
H -5.3747 -3.7408 -0.3855
O 0.4999 0.9302 -3.1903
Pt 1.2886 -0.9477 -0.0780
F 4.2608 -1.6253 4.5868
H 5.1607 0.5273 0.2367
C -1.3662 1.2594 1.3535
H 1.5742 -4.1342 4.8660
H -0.8332 1.8274 4.6636
C -2.4119 -1.2663 -0.0699
C -1.9630 3.1059 3.3606
H -2.3437 2.5227 -2.5827
O 5.2609 -0.0523 -2.2097
H 2.5785 2.7471 -3.6021
H -2.1922 3.8248 4.1379
C 2.1744 1.8090 -0.7407
C -3.6161 -1.0154 0.5882
H -0.6190 -4.0761 3.6284
H -2.6849 0.9003 -1.9274
C 1.8131 2.4415 0.4459
C 1.4619 -3.5394 3.9685
F 3.7836 -3.5862 5.3511
C 4.2441 1.0961 0.3035
H -1.5796 -1.1141 -5.5664
C -2.1192 2.3959 1.0643
H -5.6101 -1.7052 0.9886
O 1.8417 3.2922 -3.2666
N 1.1708 -1.9935 1.6995
H 4.5121 1.6749 2.3458
C -2.2925 -2.4239 -0.8457
H -2.4378 2.5868 0.0472
H -3.7170 -0.1221 1.1946
C -1.3041 -1.0376 -4.5136
Ge -1.1321 0.8271 -3.9965
H -0.7730 -2.6643 1.6023
C -4.5448 -3.0498 -0.2990
C 2.5272 -2.8207 3.5082
C 3.4065 1.1388 -0.7909
H -0.3453 -1.5354 -4.3625
C -1.2012 1.9842 3.6565
S 2.7883 -1.5374 -1.9609
H -3.2520 -4.2103 -1.5593
H -0.9895 3.0377 -5.2353
C -4.6776 -1.9032 0.4738
C 2.4265 -2.0295 2.3028
*
```

## Properties
HOMO-LUMO gap (spin up / spin down) = 6.26 / 6.78 eV
Molar mass = 997.86 g/mol
HOMO (spin up / spin down) = -4.410 / -5.240 eV